C72H151HgN8O8 | ωB97M-V/def2-TZVPD

**Energy**: -4025.9678 Ha
**<S²>**: 0.76
**HOMO-LUMO gap (alpha / beta)**: 2.41 / 2.36 eV
**Max |F|**: 6.8 eV Å⁻¹

ORCA input file:
```
! wB97M-V def2-TZVPD RIJCOSX def2/J DEFGRID3
* xyz 2 2
Hg 3.58148 -0.36436 -1.47763
C -0.74012 0.52712 1.47408
C -0.55084 -0.81157 0.83779
C -1.86659 -1.64876 0.51548
C -2.81053 -0.93956 -0.42962
C -2.08765 -0.78470 -1.76313
C -0.70563 -0.02554 -1.68957
N 0.07685 -0.58344 -0.51305
O 1.53412 -0.07433 -0.43359
C -0.87617 1.50836 -1.59800
C 0.01254 -0.53814 -3.03598
C 0.39580 -1.71948 1.59413
H 0.07551 1.22718 1.29309
H -0.80009 0.34382 2.54688
H -1.64297 1.08050 1.21573
H -2.31211 -1.63465 1.51018
H -1.56227 -2.66582 0.26832
H -3.17531 0.00750 -0.03199
H -3.71737 -1.54294 -0.47069
H -2.74394 -0.19665 -2.40468
H -1.88934 -1.82450 -2.02309
H -1.11050 1.94800 -2.56749
H 0.02720 2.08571 -1.40127
H -1.56953 1.83748 -0.82404
H 0.11959 -1.62168 -2.98503
H 1.04568 -0.19423 -3.08536
H -0.52813 -0.44432 -3.97777
H -0.18871 -2.12184 2.42151
H 1.33742 -1.22679 1.83643
H 0.79586 -2.56958 1.04151
C 0.09125 5.69873 2.46427
C -0.00278 5.97173 0.93294
C -1.37779 5.46158 0.32517
C -1.60510 5.86060 -1.12786
C -1.53861 7.36853 -1.26370
C -0.10929 7.89667 -0.82536
N 0.27080 7.35991 0.46568
O 1.33530 7.87674 1.07197
C 0.89715 7.59607 -2.03782
C -0.20664 9.47245 -0.84452
C 1.01889 5.09608 0.14672
H 0.70853 6.17406 3.22658
H 0.46144 4.68328 2.60540
H -0.91495 5.72310 2.88269
H -1.47385 4.38192 0.44012
H -2.21905 5.85102 0.89851
H -2.55395 5.42884 -1.44625
H -0.90673 5.32613 -1.77185
H -2.28212 7.78106 -0.58172
H -1.74247 7.80769 -2.24027
H 0.58724 8.08907 -2.95923
H 1.89279 7.96087 -1.78541
H 1.04683 6.52634 -2.18403
H -0.82566 9.79192 -1.68288
H -0.73296 9.81884 0.04492
H 0.73984 10.01295 -0.85567
H 0.59067 4.50150 -0.66025
H 1.37897 4.26684 0.75565
H 1.97529 5.55057 -0.11184
H 1.00959 8.45609 1.76469
C 1.72798 1.84067 3.32829
C 2.20493 2.48571 4.70244
C 3.10015 3.61143 4.24894
C 3.47257 4.45713 5.51440
C 2.24631 5.05573 6.15776
C 1.14327 3.94205 6.59548
N 1.05284 3.01068 5.45494
O -0.05063 2.21818 5.54472
C 1.70298 3.26761 7.94910
C -0.07115 4.76431 6.90148
C 2.92441 1.50754 5.56009
H 1.14407 2.57415 2.77226
H 1.04605 1.00702 3.49594
H 2.54342 1.49952 2.69051
H 3.99069 3.35878 3.67344
H 2.56494 4.36078 3.66574
H 4.07513 5.32975 5.26231
H 3.96948 3.85028 6.27130
H 1.64266 5.73284 5.55342
H 2.58208 5.72866 6.94676
H 1.30800 2.28729 8.21568
H 2.78191 3.14392 8.04253
H 1.42110 3.95861 8.74356
H -0.71109 3.96166 7.26799
H 0.04912 5.48088 7.71398
H -0.38921 5.32445 6.02217
H 3.85280 1.10825 5.15172
H 2.44271 0.52997 5.58055
H 3.11016 1.88708 6.56485
H -0.64123 2.60950 4.89691
C 4.50750 2.37207 -5.56199
C 5.28730 1.97902 -4.20183
C 6.38981 3.03274 -3.86460
C 5.84340 4.30704 -3.27015
C 4.99315 4.00623 -2.13424
C 3.84697 3.07506 -2.35272
N 4.31262 1.83813 -3.03438
O 3.31644 1.07810 -3.37805
C 3.39398 2.66584 -0.87703
C 2.75893 3.87743 -3.21755
C 5.95899 0.65173 -4.41156
H 3.53303 1.92528 -5.75920
H 5.09017 2.24541 -6.47443
H 4.34942 3.44988 -5.59974
H 7.15077 2.66838 -3.17447
H 6.91190 3.41227 -4.74294
H 5.43202 4.97133 -4.03014
H 6.58145 5.02611 -2.91476
H 4.54046 4.93315 -1.78215
H 5.68831 3.78696 -1.32383
H 2.43155 2.15736 -0.81984
H 4.16144 2.04610 -0.41332
H 3.33338 3.48940 -0.16557
H 1.82723 3.34396 -3.40586
H 2.48374 4.80753 -2.72029
H 3.05998 4.41441 -4.11706
H 6.94602 0.77928 -4.85608
H 5.42257 0.15370 -5.21922
H 6.17242 0.11159 -3.48917
H 2.86789 1.70709 -3.94793
C 0.19483 -6.28555 0.51854
C 0.52374 -6.75150 1.98706
C -0.88675 -6.48797 2.64966
C -0.96715 -7.05604 4.04750
C -0.53657 -8.58559 3.92832
C 0.88308 -8.93215 3.33024
N 1.01463 -8.11630 2.09972
O 2.25487 -8.31952 1.40001
C 1.97733 -8.66493 4.34605
C 0.85064 -10.43031 3.05351
C 1.56784 -5.69547 2.53950
H 0.27496 -5.20837 0.37233
H -0.81633 -6.54624 0.20600
H 0.85250 -6.75395 -0.21371
H -1.12802 -5.42640 2.59529
H -1.64378 -6.91882 1.99440
H -1.99109 -6.94595 4.40461
H -0.33631 -6.45805 4.70518
H -1.29315 -9.24354 3.50077
H -0.67766 -8.83579 4.97980
H 2.74476 -9.32218 3.93720
H 2.32307 -7.65395 4.56166
H 1.78724 -9.14234 5.30732
H 1.76259 -10.93269 2.73091
H 0.44233 -11.06243 3.84205
H 0.32340 -10.55308 2.10744
H 2.62647 -5.90540 2.38675
H 1.59941 -5.50582 3.61241
H 1.26032 -4.69403 2.23841
H 2.92718 -7.86276 1.91086
C 4.36766 -3.82882 -5.32177
C 3.17342 -3.31570 -4.67863
C 1.91155 -4.22076 -4.89006
C 1.96988 -5.52727 -4.05529
C 1.99610 -5.07558 -2.65590
C 3.04261 -4.06726 -2.10929
N 3.29617 -3.06995 -3.19432
O 4.27746 -2.16788 -2.96772
C 2.56708 -3.43361 -0.73117
C 4.50495 -4.78624 -1.84302
C 2.81742 -1.88888 -5.27291
H 5.36073 -3.64819 -4.91032
H 4.39032 -3.41325 -6.32918
H 4.27291 -4.90684 -5.45215
H 1.05011 -3.63040 -4.57782
H 1.80901 -4.31526 -5.97110
H 2.71740 -6.28701 -4.28358
H 1.07094 -6.12465 -4.20746
H 2.33115 -5.98112 -2.15009
H 1.05013 -5.08756 -2.11451
H 1.59222 -3.01265 -0.97722
H 2.13388 -4.12465 -0.00806
H 3.26533 -2.69486 -0.33772
H 5.24849 -4.24678 -1.25630
H 4.36365 -5.65117 -1.19493
H 4.96046 -5.31474 -2.68045
H 1.81003 -1.59534 -4.97778
H 2.81119 -2.04576 -6.35154
H 3.47989 -1.06578 -5.00507
H 5.08555 -2.68614 -2.97065
C -5.79648 1.05970 5.39719
C -5.06700 1.65896 4.18650
C -5.45774 0.68904 2.98449
C -5.05818 1.27183 1.54611
C -5.74432 2.61408 1.35155
C -5.56924 3.70353 2.52611
N -5.64361 3.02518 3.83150
O -5.39944 3.89528 4.82200
C -4.20351 4.38816 2.12870
C -6.75767 4.75146 2.30593
C -3.58130 1.68732 4.37304
H -5.78549 1.87759 6.11764
H -5.37766 0.12991 5.78212
H -6.83748 0.86928 5.13615
H -4.87796 -0.22729 3.09539
H -6.50754 0.39575 2.98437
H -5.39668 0.54770 0.80506
H -3.97176 1.30298 1.46352
H -6.75141 2.61739 0.93458
H -5.28697 2.94480 0.41905
H -4.39477 5.40676 2.46628
H -3.22178 4.11458 2.51531
H -4.11650 4.57953 1.05917
H -6.62594 5.67025 2.87739
H -6.95649 5.08133 1.28625
H -7.70347 4.39222 2.71152
H -2.99925 1.04083 3.71626
H -3.21211 1.38689 5.35363
H -3.06768 2.64824 4.34220
H -6.22398 3.77693 5.29919
C -1.84699 -4.52964 -2.99366
C -3.32457 -4.42201 -3.71120
C -4.20883 -4.17723 -2.42546
C -5.48239 -3.47425 -2.78982
C -5.26109 -2.23160 -3.68150
C -4.51697 -2.53781 -4.95642
N -3.26351 -3.28001 -4.62619
O -2.30677 -3.47280 -5.59043
C -5.37500 -3.17060 -6.00371
C -4.07716 -1.06912 -5.53727
C -3.86444 -5.78489 -4.44778
H -1.89255 -5.40626 -2.34747
H -1.49679 -3.66813 -2.42510
H -1.13201 -4.88859 -3.73397
H -4.36318 -5.05433 -1.79700
H -3.74327 -3.42315 -1.79086
H -6.05647 -3.06371 -1.95917
H -6.26930 -4.06431 -3.25961
H -4.66450 -1.49147 -3.14821
H -6.24513 -1.77728 -3.79712
H -4.84881 -4.01340 -6.45194
H -6.16998 -3.74251 -5.52514
H -5.66683 -2.51751 -6.82615
H -4.75317 -0.21526 -5.49213
H -3.20148 -0.66646 -5.02821
H -3.83631 -1.07849 -6.60028
H -4.89507 -5.69442 -4.79087
H -3.87255 -6.70806 -3.86832
H -3.35486 -6.09118 -5.36135
H -1.52388 -3.10553 -5.17355
*
```

Here are the Löwdin charges for atoms 1 to 4, given in e: 1.346, -0.013, -0.460, -0.085